1.
Molecular formula: C3H7NS2
Method: DFT, wB97M-V/def2-TZVPD

Each line ends with the natural charge from an NBO analysis.
Atoms and positions in Å:
1 S 3.70 -0.99 -0.23  0.122
2 S 1.93 1.11 0.51  0.070
3 N -1.27 0.41 0.07  -0.411
4 C 2.05 -0.50 -0.13  -0.462
5 C -1.28 -0.92 0.59  -0.438
6 C -1.87 0.84 -0.92  -0.056
7 H -2.74 0.23 -1.39  0.135
8 H -1.64 -1.63 -0.04  0.178
9 H -0.28 -1.03 0.76  0.228
10 H 0.66 1.13 0.85  0.167
11 H -1.79 -0.81 1.48  0.204
12 H 4.31 0.22 -0.39  0.087
13 H -1.77 1.94 -1.15  0.176

Output
Lowest unoccupied orbital energy (eV): -0.14
E_tot (Ha): -969.48453
Largest force on an atom (eV/Å): 3.3
Relative energy (zero: lowest compared OMol25 entry of this formula, charge and spin) (eV): 4.158
Gap between HOMO and LUMO (eV): 8.69
Spin multiplicity: 1

=====

2.
Molecular formula: C28H44As3CaNO4S
Method: DFT, wB97M-V/def2-TZVPD

Each line ends with the Löwdin charge.
Atoms and positions in Å:
1 As 0.02 -2.64 -1.05  1.122
2 As -0.10 -0.66 1.80  1.071
3 As -5.38 -2.24 -1.05  1.105
4 Ca 2.12 -0.65 -0.16  0.936
5 S 3.56 -2.93 -0.50  0.205
6 O 4.94 -3.30 -0.27  -0.366
7 O 2.74 -3.98 -1.10  -0.423
8 O 3.49 -1.69 -1.41  -0.589
9 O 2.91 -2.44 0.79  -0.589
10 N 3.04 0.91 1.56  0.137
11 C 6.54 3.75 4.42  -0.235
12 C -1.74 -1.78 -1.11  -0.358
13 C 3.81 1.51 2.16  -0.108
14 C 0.42 -2.35 -2.95  -0.278
15 C 0.55 1.15 -1.03  -0.121
16 C 1.03 1.62 -3.44  -0.102
17 C 4.29 3.31 3.74  -0.127
18 C -1.97 -0.64 1.16  -0.354
19 C -1.36 3.18 -3.14  -0.043
20 C 5.20 4.05 4.48  -0.263
21 C -0.35 0.83 3.03  -0.342
22 C -0.45 -4.52 -1.24  -0.305
23 C -5.87 -3.52 0.36  -0.367
24 C -1.75 4.93 -1.04  -0.104
25 C -2.49 4.00 -3.11  -0.109
26 C 0.78 2.25 -2.07  -0.643
27 C -0.13 -2.10 3.13  -0.315
28 C -2.54 -1.71 0.21  -0.655
29 C -2.68 4.88 -2.07  -0.129
30 C 6.11 1.99 2.85  -0.055
31 C -0.42 3.21 -2.11  -0.175
32 C 7.00 2.73 3.61  -0.151
33 C -3.97 -1.22 -0.12  -0.391
34 C 2.05 3.03 -1.68  -0.082
35 C -0.64 4.10 -1.06  -0.052
36 C -2.59 -3.05 0.93  -0.091
37 C -4.47 -3.53 -2.21  -0.366
38 C 4.76 2.30 2.94  -0.240
39 H 0.40 -1.27 -3.14  -0.004
40 H -6.72 -4.10 0.01  0.003
41 H 0.21 0.97 -3.74  0.058
42 H 8.06 2.50 3.56  0.078
43 H 2.91 2.37 -1.68  0.075
44 H 0.06 4.14 -0.24  0.097
45 H -1.23 2.50 -3.97  0.092
46 H 0.42 -5.02 -1.65  0.017
47 H -1.51 -0.76 -1.43  0.058
48 H -1.18 0.63 3.70  0.018
49 H -6.17 -2.97 1.25  0.012
50 H -0.69 -4.98 -0.28  0.014
51 H -3.88 -0.29 -0.69  0.063
52 H 1.92 0.98 -3.39  0.079
53 H 4.83 4.85 5.12  0.027
54 H 0.56 -1.82 3.93  0.020
55 H -1.89 5.61 -0.20  0.091
56 H -2.33 -2.27 -1.89  0.041
57 H -2.58 -0.62 2.07  0.071
58 H -1.14 -2.24 3.54  0.017
59 H 6.45 1.18 2.21  0.116
60 H -1.60 -3.37 1.26  0.048
61 H -2.97 -3.85 0.29  0.052
62 H 2.25 3.84 -2.40  0.082
63 H -5.05 -4.19 0.62  0.003
64 H 7.24 4.33 5.01  0.041
65 H -4.06 -3.02 -3.09  0.013
66 H 0.23 -3.03 2.69  0.015
67 H -3.22 -2.99 1.82  0.086
68 H -0.34 -2.85 -3.56  0.021
69 H -1.31 -4.60 -1.92  0.011
70 H 1.41 -2.74 -3.15  0.021
71 H -3.20 3.94 -3.93  0.089
72 H 1.98 3.47 -0.69  0.059
73 H 3.23 3.53 3.78  0.074
74 H -0.53 1.74 2.47  0.011
75 H -2.05 0.34 0.68  0.073
76 H 1.20 2.37 -4.22  0.080
77 H -4.48 -0.95 0.81  0.061
78 H 0.21 1.71 -0.13  -0.026
79 H 0.56 0.97 3.61  0.005
80 H -3.67 -4.08 -1.72  -0.004
81 H -5.24 -4.23 -2.54  0.009
82 H -3.56 5.52 -2.04  0.085

Output
Lowest unoccupied orbital energy (alpha / beta) (eV): 3.87 / 3.87
E_tot (Ha): -9232.12892
Largest force on an atom (eV/Å): 1.7
Total charge: -2
Relative energy (zero: lowest compared OMol25 entry of this formula, charge and spin) (eV): 0.963
Gap between HOMO and LUMO (alpha / beta) (eV): 1.70 / 5.95
Spin multiplicity: 1

=====

3.
Molecular formula: C9H13BClF2NO9SiV
Method: DFT, wB97M-V/def2-TZVPD

Each line ends with the natural charge from an NBO analysis.
Atoms and positions in Å:
1 V 6.34 -0.79 0.84  1.946
2 Cl -3.24 -0.05 1.64  0.039
3 Si 0.85 0.03 0.33  1.687
4 F -3.44 3.47 -1.45  -0.305
5 F -0.80 4.00 1.24  -0.341
6 O -2.10 2.72 2.59  -0.444
7 O -3.04 0.41 -0.85  -0.567
8 O -0.98 0.06 -1.69  -0.557
9 O 4.66 -0.56 1.25  -0.654
10 O 8.02 -1.00 0.48  -0.577
11 O -1.59 -2.72 -2.57  -0.907
12 O 0.41 -3.60 -1.42  -0.954
13 O -2.79 0.45 -3.28  -0.485
14 O -4.39 2.76 0.53  -0.444
15 N -2.06 2.16 0.21  -0.610
16 C 1.34 1.91 0.54  -1.075
17 C -1.25 -1.83 -0.12  -0.848
18 C -0.94 -0.26 -0.25  -0.183
19 C -3.38 2.78 -0.19  0.974
20 C -1.70 2.87 1.43  0.955
21 C -2.16 0.69 0.31  0.452
22 C -2.35 0.31 -2.13  1.007
23 C 1.18 -0.74 2.08  -1.106
24 C 2.23 -0.66 -0.81  -1.085
25 B -0.75 -2.74 -1.38  1.201
26 H 1.95 -1.52 -1.50  0.277
27 H 2.24 -0.43 2.43  0.250
28 H 2.56 0.21 -1.50  0.256
29 H -2.37 -2.08 0.00  0.298
30 H 0.40 -0.44 2.86  0.263
31 H -0.75 -2.29 0.82  0.245
32 H 3.19 -0.90 -0.18  0.246
33 H 2.48 2.06 0.49  0.250
34 H -1.05 -2.79 -3.38  0.507
35 H 1.17 -1.90 2.03  0.247
36 H 1.02 2.24 1.60  0.257
37 H 0.75 2.51 -0.24  0.272
38 H 0.33 -4.33 -0.76  0.511

Output
Lowest unoccupied orbital energy (eV): -10.59
E_tot (Ha): -3000.38032
Largest force on an atom (eV/Å): 6.3
Total charge: +1
Gap between HOMO and LUMO (eV): 2.89
Spin multiplicity: 1

=====

4.
Molecular formula: C38H32N4P2S2TeTi
Method: DFT, wB97M-V/def2-TZVPD

Each line ends with the Löwdin charge.
Atoms and positions in Å:
1 Te 0.82 2.55 -4.58  1.238
2 Ti -0.27 -0.18 -0.23  0.595
3 S 2.89 -2.50 2.36  0.835
4 S 0.92 -2.32 0.03  0.569
5 P 1.64 0.60 -1.86  0.796
6 P -0.60 2.11 -1.46  0.811
7 N 1.79 7.16 -3.15  0.061
8 N -2.36 -0.24 0.26  -0.033
9 N 0.77 -1.05 2.43  -0.078
10 N -0.28 -0.47 1.75  -0.232
11 C -4.92 0.20 1.27  -0.063
12 C -2.69 2.00 -3.26  -0.140
13 C 2.56 5.01 -3.90  -0.141
14 C 2.77 6.32 -3.47  -0.154
15 C 0.54 6.71 -3.27  -0.149
16 C -2.57 -0.10 1.61  -0.282
17 C -2.74 3.91 -1.79  -0.085
18 C 4.09 -2.13 -3.66  -0.079
19 C 1.40 -1.88 1.66  -1.084
20 C 0.88 5.23 1.59  -0.080
21 C -3.92 4.33 -2.40  -0.080
22 C 0.23 5.42 -3.70  -0.134
23 C 4.97 2.96 -1.47  -0.080
24 C 1.26 4.54 -4.01  -0.568
25 C 3.08 1.48 -1.19  -0.369
26 C -0.21 4.41 1.88  -0.080
27 C 2.34 -0.60 -3.02  -0.372
28 C 0.54 1.67 -2.70  -1.021
29 C -4.48 3.60 -3.43  -0.085
30 C -0.04 3.42 -0.32  -0.360
31 C 3.98 2.16 -2.02  -0.100
32 C -3.86 2.43 -3.86  -0.079
33 C -2.12 2.73 -2.21  -0.367
34 C 5.09 3.07 -0.09  -0.084
35 C 1.51 5.13 0.36  -0.065
36 C 3.60 -1.15 -2.81  -0.086
37 C 2.06 -2.03 -4.95  -0.080
38 C -4.71 0.02 -0.11  -0.057
39 C 1.06 4.23 -0.59  -0.082
40 C -3.85 0.14 2.13  -0.020
41 C 1.57 -1.05 -4.09  -0.120
42 C 3.26 -3.94 1.34  -0.443
43 C -1.41 -0.28 2.41  -0.081
44 C 3.32 -2.57 -4.73  -0.087
45 C -3.43 -0.18 -0.55  -0.132
46 C 4.21 2.39 0.74  -0.075
47 C -0.66 3.50 0.93  -0.112
48 C 3.21 1.60 0.19  -0.091
49 H 3.88 2.07 -3.10  0.095
50 H -4.39 5.25 -2.06  0.104
51 H 1.23 5.93 2.33  0.102
52 H -0.81 5.11 -3.76  0.087
53 H -1.49 2.85 1.17  0.100
54 H -2.19 1.11 -3.62  0.093
55 H 2.37 5.75 0.14  0.108
56 H 2.52 1.07 0.84  0.091
57 H 1.59 4.12 -1.52  0.081
58 H 4.26 -4.25 1.64  0.030
59 H 3.71 -3.33 -5.40  0.101
60 H -5.92 0.38 1.65  0.108
61 H -3.97 0.27 3.19  0.116
62 H 5.66 3.49 -2.12  0.104
63 H 0.59 -0.63 -4.26  0.080
64 H 3.28 -3.67 0.29  0.000
65 H 3.40 4.38 -4.13  0.084
66 H 3.78 6.70 -3.38  0.104
67 H -2.31 4.49 -0.99  0.100
68 H -5.53 0.06 -0.81  0.105
69 H 5.86 3.69 0.34  0.102
70 H 5.07 -2.55 -3.49  0.103
71 H 1.46 -2.36 -5.78  0.103
72 H -0.25 7.40 -3.01  0.105
73 H -5.39 3.93 -3.91  0.102
74 H -1.45 -0.35 3.49  0.128
75 H 4.21 -0.82 -1.97  0.108
76 H 2.57 -4.75 1.52  0.037
77 H 4.30 2.47 1.82  0.107
78 H -4.28 1.86 -4.68  0.105
79 H -3.22 -0.29 -1.61  0.106
80 H -0.70 4.47 2.84  0.103

Output
Lowest unoccupied orbital energy (alpha / beta) (eV): -0.09 / -0.92
<S²>: 2.026
E_tot (Ha): -4282.84109
Largest force on an atom (eV/Å): 0.8
Relative energy (zero: lowest compared OMol25 entry of this formula, charge and spin) (eV): 0.000
Gap between HOMO and LUMO (alpha / beta) (eV): 6.55 / 6.39
Spin multiplicity: 3